DFT (wB97M-V/def2-TZVPD) results for a structure of composition C3H7NO3 in a non-equilibrium geometry.

The geometry in XYZ format:
```
14
Properties=species:S:1:pos:R:3
C -1.1681 -0.0631 0.1153
C 0.6493 -0.7311 -0.1849
C -1.2975 1.2576 -0.6310
O 1.0446 0.0766 0.8620
O -1.2242 -0.0608 1.4094
N 2.5836 -1.3196 0.5563
O 3.5316 -0.7932 0.2285
H 0.2371 -0.0187 1.6035
H -1.7215 -0.8796 -0.3787
H 0.9204 -0.4462 -1.1973
H 0.4859 -1.7895 0.0252
H -1.1013 1.1395 -1.6979
H -0.6210 2.0039 -0.2134
H -2.3189 1.6241 -0.4970
```

Electronic energy (hartree): -398.76257
Highest occupied orbital energy (alpha / beta) (hartree): -0.3142 / -0.3295
Kohn-Sham gap (alpha / beta) (eV): 6.916 / 9.137
Charge: 0
LUMO energy (alpha / beta) (eV): -1.63 / 0.17

Charges computed using natural (NBO), reported in e: 0.27 -0.06 -0.68 -0.69 -0.68 0.28 -0.17 0.52 0.15 0.20 0.21 0.21 0.23 0.24